The following is a quantum chemistry calculation of 8 unconnected molecules or ions with the total composition C44H88ClN2O15, from the Open Molecules 2025 dataset.

Results
<S²>: 0.754
Maximum force, eV/A: 0.44
Gap between HOMO and LUMO (spin up / spin down), hartree: 0.29456 / 0.31876
Calculated total energy, eV: -93269.551
Multiplicity: 2

Each line ends with the Mulliken charge.
Element x y z (Å)
C: 0.03879 -0.53488 3.99353  -1.088
C: 0.70625 0.80526 3.66785  0.293
C: 0.08053 1.51708 2.45486  -0.516
C: 0.90950 1.43565 1.17678  -0.566
N: 1.39796 0.09089 0.89687  0.268
C: 1.48955 -0.37334 -0.48726  1.279
C: 2.27770 0.66627 -1.32199  -0.273
Cl: 3.84789 1.04625 -0.51244  -0.191
C: 2.45368 0.31729 -2.81728  -0.003
C: 3.84863 0.42826 -3.41467  -2.331
C: 0.11605 -0.54706 -1.15388  -2.719
C: -0.77721 -1.63745 -0.51884  2.430
C: -1.90916 -1.01842 0.32500  -1.389
C: -1.40312 -2.51771 -1.61564  -1.755
N: 0.02217 -2.50578 0.39943  1.293
O: -0.65769 -3.39380 1.00754  -0.744
C: 1.45120 -2.87362 0.17286  1.696
C: 2.04482 -3.20077 1.54638  -1.480
C: 1.54186 -4.13364 -0.69365  -2.021
C: 2.21787 -1.71303 -0.48897  -2.169
H: -0.14089 -1.14632 3.10457  0.225
H: -0.93267 -0.37648 4.46710  0.335
H: 0.64927 -1.13182 4.67492  0.281
H: 1.77008 0.64033 3.48000  0.352
H: 0.60604 1.44822 4.54085  -0.372
H: -0.05146 2.57870 2.67914  0.533
H: -0.92372 1.11631 2.28130  -0.107
H: 1.77370 2.10169 1.28461  0.432
H: 0.31275 1.84026 0.34615  0.158
H: 0.91113 -0.59781 1.45212  -0.359
H: 1.72767 1.60474 -1.25281  0.579
H: 1.80149 0.98411 -3.38277  0.150
H: 2.07905 -0.68940 -3.00478  0.423
H: 3.78533 0.16825 -4.47301  0.481
H: 4.23524 1.44577 -3.35518  0.550
H: 4.56529 -0.23501 -2.92911  0.545
H: -0.42494 0.40290 -1.12668  0.344
H: 0.26125 -0.78026 -2.20975  0.747
H: -1.71421 0.03096 0.55199  -0.237
H: -2.85610 -1.07863 -0.21377  0.514
H: -2.03132 -1.55852 1.26159  0.254
H: -1.64531 -1.89293 -2.47749  0.412
H: -2.32619 -2.98680 -1.28203  0.417
H: -0.72480 -3.30605 -1.93969  0.220
H: 3.12490 -3.29517 1.43692  0.216
H: 1.83154 -2.41946 2.27791  0.058
H: 1.63915 -4.13788 1.92516  0.470
H: 2.56972 -4.50196 -0.65958  0.394
H: 0.87304 -4.90042 -0.30408  0.414
H: 1.29704 -3.92947 -1.73756  0.413
H: 2.45917 -1.98641 -1.51715  0.120
H: 3.16507 -1.57498 0.03229  0.854
O: 5.54493 -4.21452 -0.30089  -0.522
C: 5.88717 -4.83513 0.66758  0.952
O: 4.93678 -5.22200 1.54391  -0.320
C: 5.19805 -6.07366 2.66596  -0.476
C: 5.71761 -5.30080 3.85922  -0.987
C: 7.33738 -5.14006 0.95497  -1.278
H: 5.86688 -6.88687 2.38044  0.380
H: 4.22834 -6.51449 2.89032  0.356
H: 6.68476 -4.84252 3.65321  0.275
H: 5.83322 -5.96995 4.71287  0.384
H: 5.01436 -4.51331 4.12923  0.283
H: 7.76091 -4.27877 1.47371  0.285
H: 7.84915 -5.24361 0.00241  0.339
H: 7.50526 -6.02340 1.56384  0.356
O: 2.22363 2.16170 -5.93852  -0.593
C: 1.81833 3.14272 -5.37345  0.877
O: 0.87600 2.97601 -4.41625  -0.284
C: 0.43183 4.05666 -3.58218  -0.262
C: -0.65245 4.88102 -4.24136  -1.204
C: 2.28972 4.52662 -5.74260  -0.846
H: 1.27978 4.66699 -3.27048  0.446
H: 0.04545 3.56040 -2.69244  0.214
H: -0.28603 5.37956 -5.13837  0.297
H: -1.01020 5.64423 -3.54915  0.401
H: -1.49354 4.24582 -4.51857  0.323
H: 1.72197 4.84839 -6.61653  0.295
H: 3.33838 4.43081 -6.00453  0.014
H: 2.19276 5.27550 -4.96288  0.323
O: -4.23361 -3.11463 -3.24721  -0.519
C: -4.06312 -3.18070 -4.43255  0.763
O: -4.59592 -4.22594 -5.10109  -0.374
C: -4.52152 -4.35143 -6.52637  -0.414
C: -3.20906 -4.95461 -6.97907  -0.925
C: -3.22482 -2.16568 -5.17370  -0.962
H: -4.71567 -3.39110 -7.00579  0.361
H: -5.35151 -5.01032 -6.77528  0.300
H: -2.36432 -4.31179 -6.73241  0.267
H: -3.22052 -5.09989 -8.06010  0.350
H: -3.05578 -5.92180 -6.50128  0.289
H: -2.18125 -2.47566 -5.09651  0.237
H: -3.32981 -1.21312 -4.66170  0.329
H: -3.46799 -2.04655 -6.22531  0.339
O: 5.44823 4.53820 -5.18901  -0.612
C: 6.07281 3.59297 -5.59414  0.880
O: 6.26650 2.55813 -4.75950  -0.295
C: 6.86127 1.31916 -5.17177  -0.207
C: 8.37313 1.37533 -5.14073  -1.165
C: 6.67720 3.56798 -6.97612  -1.104
H: 6.47813 1.02268 -6.14891  0.387
H: 6.48756 0.59919 -4.44681  0.217
H: 8.76652 2.09921 -5.85452  0.299
H: 8.78379 0.39575 -5.38887  0.381
H: 8.71754 1.65162 -4.14452  0.314
H: 7.64626 4.06669 -6.92518  0.285
H: 6.03399 4.14848 -7.63162  0.328
H: 6.82300 2.57404 -7.38751  0.350
O: -5.01977 4.97993 0.37601  -0.596
C: -4.80298 3.81602 0.57506  0.598
O: -5.66257 2.90729 0.06654  -0.401
C: -5.40472 1.49572 0.12313  -0.332
C: -5.79914 0.89496 1.45325  -0.765
C: -3.63924 3.34993 1.41686  -0.204
H: -4.36356 1.29071 -0.13097  0.290
H: -6.01510 1.08266 -0.67828  0.332
H: -5.21530 1.30566 2.27612  0.258
H: -5.65052 -0.18532 1.44255  0.419
H: -6.84965 1.09404 1.66210  0.099
H: -3.94563 3.37957 2.46314  0.286
H: -2.82780 4.06084 1.28499  0.378
H: -3.28455 2.34787 1.19374  -0.330
O: 0.10953 3.75304 6.23683  -0.556
C: 0.50094 3.06100 7.13496  0.833
O: 0.23504 1.73787 7.08423  -0.342
C: 0.77842 0.79234 8.01353  -0.405
C: -0.03994 0.70253 9.28358  -1.057
C: 1.22325 3.63150 8.33176  -1.090
H: 1.82665 1.01651 8.21597  0.396
H: 0.74761 -0.15177 7.47182  0.307
H: -0.02968 1.64123 9.83730  0.278
H: 0.36377 -0.07788 9.92998  0.380
H: -1.07396 0.45400 9.04639  0.309
H: 0.46969 3.96723 9.04569  0.289
H: 1.78120 4.50158 7.99763  0.331
H: 1.88761 2.93681 8.83674  0.331
O: -7.74781 -0.63409 4.96199  -0.559
C: -8.64755 0.11549 4.70558  0.753
O: -8.40679 1.13929 3.85673  -0.339
C: -9.43449 2.02048 3.38407  -0.377
C: -9.72084 3.14213 4.35892  -1.048
C: -10.01029 -0.02125 5.34228  -0.982
H: -10.33355 1.45686 3.13163  0.355
H: -9.03119 2.42014 2.45463  0.354
H: -10.11916 2.76621 5.30121  0.277
H: -10.45232 3.82772 3.92938  0.370
H: -8.80804 3.69914 4.56795  0.313
H: -9.98115 0.49385 6.30351  0.269
H: -10.18110 -1.07709 5.53195  0.299
H: -10.83040 0.38776 4.76003  0.322

Atomic forces in eV per Å
0.00 0.01 -0.03
-0.12 -0.13 -0.05
-0.02 0.06 0.05
0.06 0.01 -0.08
-0.10 -0.11 0.10
0.12 0.17 0.04
-0.05 0.05 0.02
-0.01 -0.05 0.02
-0.07 0.03 -0.03
0.04 0.08 -0.11
0.01 -0.12 -0.12
0.00 0.03 0.10
0.00 0.20 0.01
-0.01 -0.02 -0.02
-0.05 -0.27 -0.35
-0.06 0.01 0.22
0.01 0.14 0.06
-0.01 0.01 0.04
0.07 0.02 -0.02
0.07 0.06 0.06
0.03 -0.01 0.01
-0.01 0.01 -0.03
-0.02 0.03 0.03
0.02 0.10 0.03
0.14 0.02 0.03
-0.02 -0.02 0.01
0.02 -0.04 0.00
0.00 0.01 -0.06
-0.07 -0.01 0.04
-0.08 0.01 -0.03
0.09 0.01 0.00
-0.04 -0.07 0.00
0.09 -0.02 0.04
0.02 -0.01 0.00
0.01 -0.01 0.04
-0.05 -0.03 0.04
0.01 0.00 -0.05
-0.01 -0.04 0.05
0.05 -0.02 0.02
0.02 0.06 -0.03
-0.03 -0.07 -0.05
-0.09 -0.01 0.03
0.07 -0.05 0.07
0.06 0.09 -0.06
-0.02 -0.07 0.04
0.04 0.05 -0.06
-0.01 0.01 0.00
-0.01 0.01 -0.01
0.00 -0.01 0.00
-0.02 -0.01 0.04
-0.05 -0.01 0.00
0.01 -0.01 -0.05
0.00 0.02 -0.02
-0.04 0.01 0.06
-0.04 -0.07 -0.07
0.02 0.04 0.03
-0.01 0.02 -0.01
0.00 -0.01 -0.03
0.00 0.01 -0.01
0.01 0.00 0.01
0.01 -0.01 0.00
-0.01 0.00 0.00
0.00 0.00 0.00
0.00 -0.01 0.01
0.01 0.01 0.00
0.00 0.00 0.00
-0.01 0.01 0.01
-0.08 -0.02 -0.02
0.06 0.05 0.03
-0.01 0.00 0.00
0.00 -0.02 -0.01
0.06 -0.13 0.07
0.00 -0.01 0.00
-0.01 0.01 0.00
0.00 0.01 0.00
-0.01 0.00 0.00
0.00 0.00 0.00
0.01 0.01 -0.01
-0.03 0.14 -0.08
-0.03 -0.01 0.00
-0.06 0.03 0.01
0.07 -0.06 0.00
-0.05 0.05 -0.02
0.02 -0.02 0.00
0.00 0.00 0.02
-0.01 0.02 0.00
-0.01 -0.01 0.01
0.01 -0.01 -0.01
0.00 0.00 -0.01
0.00 -0.01 0.00
0.00 0.00 0.00
0.00 0.01 -0.01
0.01 0.00 0.00
0.00 0.01 0.01
0.06 0.06 -0.06
0.00 -0.07 0.12
-0.02 -0.01 -0.02
0.00 0.01 0.00
0.00 0.01 0.01
-0.03 0.00 -0.02
0.00 0.01 0.00
0.01 -0.01 0.00
0.00 -0.01 -0.01
0.00 0.00 0.01
0.00 0.00 0.00
0.00 -0.01 0.00
0.01 0.01 0.00
0.00 0.00 -0.01
0.01 0.03 0.01
-0.07 -0.06 0.02
0.07 0.02 -0.07
-0.01 -0.08 0.03
-0.04 0.03 0.04
0.10 0.03 -0.05
0.00 0.01 0.01
-0.01 0.01 0.00
0.02 -0.03 0.00
0.00 0.00 -0.02
0.01 -0.03 0.01
0.00 -0.01 0.00
-0.02 0.02 0.03
0.00 -0.01 0.01
0.00 0.03 -0.01
-0.04 -0.06 0.01
0.03 0.00 -0.04
-0.02 0.00 0.01
-0.01 0.01 -0.01
0.02 0.01 -0.02
0.00 0.00 0.00
0.00 0.00 0.01
0.01 0.00 0.01
0.00 0.00 0.00
0.00 0.00 0.00
0.00 -0.01 0.01
-0.01 0.01 0.01
0.01 0.00 0.00
0.01 -0.02 0.02
0.02 0.06 -0.01
-0.02 -0.04 -0.06
0.02 0.02 0.02
0.02 -0.01 0.01
0.00 -0.02 -0.01
0.01 0.00 0.00
-0.01 0.01 0.00
-0.01 0.00 -0.01
0.00 0.00 0.00
0.00 0.00 0.00
-0.01 0.00 0.00
0.00 0.00 0.01
0.00 -0.01 0.00